1.
14
Properties=species:S:1:pos:R:3 method="wB97M-V/def2-TZVPD" de_lowest_kcal_mol=34.5 smiles=NCCS.O
N -0.496 1.118 0.282
C 0.220 -0.069 -0.124
C 1.326 -0.311 0.775
S 2.991 -0.563 0.147
H 0.094 1.707 0.840
H -1.197 1.080 0.984
H -0.501 -0.963 0.020
H 0.416 0.009 -1.173
H 0.930 -0.971 1.593
H 1.385 0.704 1.266
H 2.742 -0.845 -1.267
O -5.742 0.213 -0.961
H -6.513 0.739 -1.095
H -5.083 0.311 -1.708

=====

2.
12
Properties=species:S:1:pos:R:3 method="wB97M-V/def2-TZVPD" de_lowest_kcal_mol=71.2 smiles="C=C/C=N/N=C"
C 1.925 -0.196 -1.998
C 1.200 0.307 -0.974
C -0.074 -0.158 -0.348
N -0.417 0.543 0.698
N -1.810 0.433 1.004
C -2.035 0.009 2.186
H 2.856 0.347 -2.193
H 1.667 -1.064 -2.610
H 1.515 1.184 -0.491
H -0.533 -1.096 -0.654
H -3.088 -0.115 2.513
H -1.207 -0.195 2.867

=====

3.
15
Properties=species:S:1:pos:R:3 method="wB97M-V/def2-TZVPD" de_lowest_kcal_mol=80.6
H 0.636 1.140 -2.855
N -0.185 1.194 -2.259
C 0.241 0.538 -1.155
N 1.648 0.216 -1.014
C -0.993 -0.054 -0.331
C -1.171 -1.310 0.447
N -0.920 -0.124 1.175
C 0.084 0.257 2.056
O 0.563 -0.618 2.852
H 1.899 0.135 0.080
H 2.391 0.613 -1.593
H -1.966 0.391 -0.697
H -2.149 -1.716 0.577
H -0.328 -2.053 0.449
H 0.249 1.391 2.266

=====

4.
17
Properties=species:S:1:pos:R:3 method="wB97M-V/def2-TZVPD" de_lowest_kcal_mol=49.5 total_charge=-1
C -0.826 0.725 -2.425
C -1.199 1.113 1.347
C -1.173 1.020 -0.987
C -0.643 0.528 0.137
O 0.971 -2.114 2.557
O 3.425 -2.323 2.384
S 2.155 -1.904 -0.434
S 2.227 -1.641 1.920
H -1.399 -0.149 -2.798
H -1.228 1.526 -3.193
H 0.208 0.410 -2.461
H -0.506 1.596 1.979
H -1.814 1.933 1.228
H -1.589 0.372 2.014
H 3.120 -2.845 -0.493
H -1.958 1.760 -1.006
H 0.227 -0.006 0.230

=====

5.
70
Properties=species:S:1:pos:R:3 method="wB97M-V/def2-TZVPD" total_charge=+1 smiles="CCC[N@@H+]1[C@H](CCO)CN(CCCCCCOC(C)=O)[C@@H](C)[C@@H]1CCC(N)=O"
C 2.206 2.727 2.921
C 2.923 1.402 2.367
C 1.916 0.460 1.499
N 2.242 0.472 0.035
C 1.041 0.746 -0.858
C 0.341 2.154 -0.581
C 0.893 3.297 -1.571
O 1.195 4.513 -0.824
C -0.040 -0.428 -0.817
N 0.452 -1.729 -0.284
C -0.472 -2.855 -0.594
C -1.537 -2.921 0.633
C -3.050 -2.584 0.163
C -3.767 -1.656 1.259
C -4.206 -0.201 0.678
C -5.810 -0.052 0.616
O -6.208 0.538 -0.654
C -7.539 1.069 -0.561
C -8.704 0.522 -1.513
O -7.830 1.990 0.220
C 1.871 -2.024 -0.646
C 1.866 -2.460 -2.219
C 2.876 -0.782 -0.490
C 4.187 -1.258 0.295
C 5.571 -0.720 -0.373
C 6.141 0.587 0.329
N 5.925 1.944 -0.204
O 6.843 0.439 1.364
H 1.605 2.539 3.884
H 1.486 3.214 2.189
H 3.000 3.526 3.161
H 3.258 0.800 3.286
H 3.885 1.644 1.796
H 0.869 0.809 1.762
H 2.023 -0.588 1.959
H 2.902 1.263 -0.115
H 1.469 0.754 -1.927
H -0.770 2.016 -0.855
H 0.349 2.482 0.507
H 0.153 3.590 -2.384
H 1.885 2.913 -2.003
H 1.496 5.189 -1.472
H -0.968 -0.152 -0.195
H -0.426 -0.634 -1.886
H -0.987 -2.763 -1.614
H 0.125 -3.831 -0.539
H -1.474 -3.904 1.214
H -1.262 -2.091 1.384
H -2.959 -2.003 -0.811
H -3.598 -3.567 -0.006
H -3.164 -1.516 2.213
H -4.742 -2.179 1.577
H -3.722 0.603 1.345
H -3.757 -0.054 -0.361
H -6.121 0.599 1.513
H -6.356 -1.049 0.753
H -8.375 -0.450 -2.025
H -9.611 0.358 -0.854
H -8.937 1.259 -2.352
H 2.178 -2.958 -0.077
H 1.522 -3.530 -2.379
H 2.931 -2.375 -2.651
H 1.210 -1.789 -2.861
H 3.225 -0.534 -1.560
H 4.178 -1.072 1.416
H 4.238 -2.401 0.168
H 6.335 -1.553 -0.159
H 5.485 -0.656 -1.507
H 6.843 2.415 -0.083
H 5.255 2.481 0.362

=====

6.
19
Properties=species:S:1:pos:R:3 method="wB97M-V/def2-TZVPD" total_charge=+2
Tl 2.584 -1.545 2.319
O 2.573 2.259 -3.256
V 1.948 2.520 -1.783
O 2.249 4.005 -1.454
O -2.946 0.124 -1.735
V -2.429 -0.822 -0.603
O -2.903 -2.336 -0.894
N 0.161 1.307 0.668
O 0.658 0.669 1.607
O 0.809 2.191 0.073
O -0.936 0.961 0.189
N 0.928 -0.878 -1.309
O -0.269 -1.174 -1.464
O 1.394 0.147 -1.825
O 1.612 -1.555 -0.525
N -1.387 -1.465 2.517
O -2.275 -0.803 2.981
O -1.248 -1.630 1.283
O -0.521 -1.975 3.213

=====

7.
19
Properties=species:S:1:pos:R:3 method="wB97M-V/def2-TZVPD" de_lowest_kcal_mol=68.6
C 0.166 -1.604 1.309
C 1.085 -2.405 0.408
C -0.841 0.579 -0.113
H -0.858 -1.964 1.284
H 0.515 -1.583 2.340
H 0.740 -2.387 -0.620
H 1.116 -3.439 0.737
H 2.098 -2.009 0.432
H -0.789 -0.269 -0.791
H -1.405 0.694 0.809
H 0.148 -0.515 0.932
C -1.419 1.885 -1.152
C 0.347 1.587 -0.167
O 1.300 1.123 -1.055
O 0.661 2.273 0.793
H 2.104 1.645 -0.918
H -1.181 2.950 -1.168
H -1.309 1.508 -2.171
H -2.477 1.931 -0.889

=====

8.
7
Properties=species:S:1:pos:R:3 method="wB97M-V/def2-TZVPD" de_lowest_kcal_mol=108.2
C -0.127 0.824 -0.952
N 0.501 -0.025 0.617
O -1.252 0.655 -1.327
O -0.345 -1.167 0.663
H 0.790 1.110 -1.395
H 0.205 0.506 1.452
H 0.227 -1.903 0.943

=====

DFT total energy / Eh: -609.714312 -265.422042 -396.019951 -1104.662094 -1290.168218 -3201.563029 -348.095425 -245.006704
LUMO / eV: 0.893 0.206 0.585 3.526 -2.421 -15.121 0.739 0.387